[1]
69
Properties=species:S:1:pos:R:3 method="wB97M-V/def2-TZVPD" energy_ha=-2301.060563 homo_energy_ev=-11.4 homo_lumo_gap_ev=7.9 total_charge=+1 multiplicity=1
C 2.80 -3.74 2.72
C 2.65 -2.57 1.76
C 1.41 -2.64 0.73
N 1.30 -1.50 -0.30
P 2.33 -2.09 -1.63
C 2.16 -1.26 -3.29
C 4.19 -2.07 -1.21
C 1.80 -0.18 0.32
C 1.53 1.16 -0.57
N 1.53 2.47 0.25
C 2.36 2.38 1.34
C 4.00 2.28 1.33
C 1.61 2.43 2.83
O 2.73 1.31 -1.46
C 2.82 2.67 -2.01
N 3.09 3.87 -2.42
C 0.15 1.21 -1.43
C -0.58 -0.21 -1.73
C -0.19 -1.41 -0.62
F -1.01 -0.95 0.57
C -0.85 -2.75 -1.29
C -2.52 -2.80 -1.19
C -2.98 -3.43 0.26
S -4.09 -2.28 1.28
O -3.29 -1.56 2.44
O -5.18 -3.14 2.01
O -4.93 -1.13 0.34
H 1.93 -4.52 2.86
H 3.81 -3.92 3.29
H 3.49 -1.76 1.86
H 0.44 -2.82 1.35
H 1.56 -3.64 0.10
H 3.22 -1.21 -3.82
H 1.70 -0.19 -3.34
H 1.47 -1.94 -3.99
H 4.70 -1.32 -1.98
H 4.70 -3.13 -1.45
H 4.47 -1.67 -0.15
H 1.28 -0.17 1.39
H 2.99 -0.18 0.45
H 4.50 2.40 0.27
H 4.41 3.07 2.10
H 4.29 1.22 1.76
H 1.52 3.55 3.20
H 2.11 1.72 3.62
H 0.49 2.07 2.63
H -0.62 1.87 -0.81
H 0.23 1.77 -2.48
H -0.50 -0.60 -2.85
H -1.74 -0.03 -1.57
H -0.49 -3.78 -0.89
H -0.63 -2.75 -2.46
H -3.03 -1.79 -1.46
H -2.88 -3.59 -2.01
H -2.00 -3.59 0.92
H -3.46 -4.51 0.14
H -4.31 -0.32 0.23
F -2.98 2.27 -1.69
C -3.42 3.03 -0.69
C -4.79 3.29 -0.58
C -5.25 4.09 0.47
C -4.35 4.61 1.40
C -2.98 4.35 1.28
C -2.52 3.55 0.24
H -5.47 2.88 -1.31
H -6.31 4.29 0.57
H -4.71 5.23 2.21
H -2.28 4.76 2.00
H -1.46 3.32 0.13

[2]
62
Properties=species:S:1:pos:R:3 method="wB97M-V/def2-TZVPD" smiles=CC[N@@H+](CCNC[C@@H](O)COc1ccccc1C(C)C)c1cccc(C)c1 energy_ha=-1157.188518 homo_energy_ev=-10.6 de_lowest_kj_mol=20.6 homo_lumo_gap_ev=8.6 total_charge=+1 multiplicity=1
C 0.90 -2.18 -0.61
C 1.43 -1.35 -1.78
N 0.34 -1.02 -2.73
C -0.29 -2.21 -3.30
C -1.60 -2.50 -2.97
C -2.19 -3.63 -3.52
C -1.48 -4.44 -4.38
C -0.16 -4.15 -4.72
C 0.43 -3.02 -4.17
H 1.45 -2.77 -4.43
C 0.60 -5.03 -5.66
H 0.62 -6.05 -5.28
H 1.62 -4.69 -5.80
H 0.10 -5.05 -6.63
H -1.94 -5.32 -4.80
H -3.21 -3.88 -3.26
H -2.15 -1.87 -2.30
C 0.73 -0.01 -3.75
H 0.14 -0.19 -4.65
H 1.79 -0.10 -3.99
C 0.40 1.36 -3.16
N -0.91 1.25 -2.51
H -1.65 1.39 -3.20
C -1.11 2.14 -1.38
C -0.58 1.51 -0.09
O 0.81 1.29 -0.19
H 1.16 1.29 0.71
C -0.87 2.40 1.13
O -0.23 1.76 2.21
C -0.26 2.35 3.46
C -0.90 3.55 3.72
C -0.88 4.09 5.00
C -0.21 3.43 6.01
C 0.43 2.23 5.74
C 0.41 1.67 4.48
C 1.11 0.36 4.20
C 2.63 0.53 4.33
H 2.89 0.80 5.35
H 2.99 1.31 3.67
H 3.14 -0.40 4.08
C 0.61 -0.75 5.12
H 0.86 -0.54 6.16
H -0.47 -0.85 5.04
H 1.06 -1.70 4.85
H 0.89 0.07 3.17
H 0.95 1.72 6.54
H -0.18 3.84 7.00
H -1.38 5.02 5.19
H -1.43 4.08 2.94
H -1.95 2.49 1.29
H -0.44 3.40 0.96
H -1.08 0.54 0.08
H -2.18 2.31 -1.25
H -0.62 3.11 -1.53
H 0.44 2.13 -3.94
H 1.12 1.62 -2.38
H -0.41 -0.46 -2.22
H 1.83 -0.41 -1.40
H 2.20 -1.89 -2.31
H 1.72 -2.40 0.06
H 0.15 -1.63 -0.06
H 0.48 -3.12 -0.95

[3]
64
Properties=species:S:1:pos:R:3 method="wB97M-V/def2-TZVPD" smiles="CCOc1ccc(CN2CCNC(=O)[C@H]2CC(=O)NCCCC2CCCC2)cc1" energy_ha=-1287.444405 homo_energy_ev=-8.3 de_lowest_kj_mol=62.6 homo_lumo_gap_ev=9.0 multiplicity=1
C 6.89 -2.22 1.34
C 7.48 -0.91 0.82
O 6.73 0.22 1.20
C 5.56 0.51 0.57
C 4.85 1.59 1.10
C 3.65 1.98 0.53
C 3.14 1.32 -0.58
C 3.85 0.25 -1.10
C 5.05 -0.16 -0.53
H 5.56 -1.00 -0.97
H 3.45 -0.27 -1.95
C 1.84 1.74 -1.21
N 0.99 0.57 -1.40
C -0.09 0.76 -2.35
C -1.13 1.76 -1.83
N -1.48 1.42 -0.47
C -0.81 0.60 0.35
O -1.24 0.33 1.46
C 0.50 0.01 -0.16
C 0.38 -1.53 -0.25
H 0.62 -1.96 0.72
C -0.99 -2.03 -0.69
O -1.28 -2.23 -1.86
N -1.83 -2.28 0.33
C -3.17 -2.79 0.15
C -4.23 -1.75 0.51
C -4.32 -0.66 -0.56
C -5.15 0.58 -0.18
C -4.67 1.27 1.12
C -5.79 1.07 2.14
H -5.69 0.10 2.62
H -5.79 1.84 2.91
C -7.04 1.09 1.27
H -7.27 2.12 0.97
H -7.92 0.69 1.78
C -6.64 0.26 0.06
H -7.24 0.49 -0.82
H -6.77 -0.80 0.28
H -4.54 2.34 0.94
H -3.71 0.88 1.48
H -5.06 1.28 -1.01
H -3.31 -0.34 -0.80
H -4.75 -1.09 -1.47
H -5.19 -2.26 0.62
H -3.97 -1.31 1.47
H -3.26 -3.09 -0.89
H -3.29 -3.67 0.79
H -1.60 -1.92 1.24
H 1.12 -1.87 -0.98
H 1.26 0.22 0.61
H -2.34 1.80 -0.10
H -0.73 2.78 -1.87
H -2.03 1.72 -2.45
H -0.56 -0.21 -2.52
H 0.32 1.11 -3.30
H 1.37 2.52 -0.60
H 2.04 2.16 -2.20
H 3.12 2.82 0.95
H 5.26 2.10 1.95
H 7.60 -0.94 -0.27
H 8.47 -0.75 1.26
H 5.90 -2.38 0.93
H 6.81 -2.18 2.42
H 7.53 -3.05 1.06

[4]
75
Properties=species:S:1:pos:R:3 method="wB97M-V/def2-TZVPD" energy_ha=-2587.067023 homo_energy_ev=-5.6 de_lowest_kj_mol=117.4 homo_lumo_gap_ev=7.7 total_charge=-1 multiplicity=1
Rb -0.78 -0.40 -0.24
C -2.49 -1.31 3.83
C -2.15 -2.10 2.61
N -2.82 -2.25 1.53
N -3.96 -1.49 1.41
C -4.81 -1.67 0.37
N -5.64 -0.58 0.19
S -4.92 -3.03 -0.55
C -0.81 -2.78 2.61
C -0.22 -3.18 3.81
C 1.06 -3.70 3.78
C 1.72 -3.79 2.57
C 1.05 -3.36 1.43
N -0.19 -2.88 1.44
H -3.37 -0.68 3.73
H -1.63 -0.68 4.09
H -2.69 -1.99 4.65
H -4.02 -0.63 1.95
H -5.25 0.34 0.34
H -6.23 -0.66 -0.62
H -0.74 -3.05 4.74
H 1.54 -4.01 4.70
H 2.73 -4.16 2.49
H 1.54 -3.38 0.46
O 5.43 -0.19 2.25
C 4.19 -0.05 1.69
C 3.04 0.02 2.46
C 1.82 0.18 1.81
N 1.73 0.23 0.48
C 2.83 0.13 -0.26
C 4.10 0.01 0.31
C 2.65 0.14 -1.79
O 3.59 0.62 -2.44
O 1.56 -0.33 -2.21
C 0.52 0.22 2.67
O 0.66 -0.10 3.86
O -0.54 0.54 2.07
H 5.33 -0.22 3.20
H 3.04 -0.06 3.54
H 4.97 -0.03 -0.33
N -0.60 -2.52 -2.06
C -0.59 -3.01 -3.43
C -0.37 -1.88 -4.42
C -1.39 -0.75 -4.43
N -1.27 0.14 -3.27
H 0.26 -1.99 -1.90
H -0.64 -3.28 -1.38
H -1.56 -3.48 -3.63
H 0.17 -3.79 -3.62
H -0.35 -2.32 -5.43
H 0.63 -1.45 -4.26
H -2.40 -1.18 -4.44
H -1.27 -0.20 -5.37
H -1.60 1.07 -3.49
H -0.29 0.22 -3.01
C 1.30 2.91 -2.15
N 0.24 3.87 -1.84
C -0.57 4.22 -3.00
C -0.36 3.85 -0.61
S -2.03 3.90 -0.42
N 0.47 3.78 0.44
C 1.88 4.16 0.38
C -0.06 3.62 1.79
H 0.92 2.16 -2.85
H 1.61 2.39 -1.25
H 2.17 3.40 -2.60
H 0.12 4.38 -3.84
H -1.13 5.13 -2.82
H -1.28 3.43 -3.26
H 2.11 4.62 -0.57
H 2.53 3.29 0.53
H 2.07 4.88 1.18
H -0.78 2.81 1.83
H -0.53 4.55 2.13
H 0.77 3.37 2.45

[5]
63
Properties=species:S:1:pos:R:3 method="wB97M-V/def2-TZVPD" energy_ha=-1800.502073 homo_energy_ev="-3.4 / -7.1" homo_lumo_gap_ev="3.6 / 5.5" multiplicity=5
Os -0.17 -0.06 -0.18
P -0.51 -0.09 -2.48
P 0.47 0.27 2.26
N -0.48 -1.80 0.23
H -1.66 -0.05 -0.61
C 0.84 -0.57 -3.60
H 0.53 -0.47 -4.65
H 1.13 -1.61 -3.40
H 1.71 0.08 -3.41
C -1.25 1.42 -3.16
H -1.77 1.19 -4.10
H -0.46 2.15 -3.35
H -1.97 1.81 -2.44
C -1.82 -1.37 -2.76
H -2.24 -1.27 -3.76
H -2.62 -1.24 -2.03
H -1.41 -2.38 -2.63
C 2.12 -0.11 3.00
H 2.04 -0.17 4.10
H 2.82 0.68 2.72
H 2.48 -1.06 2.61
C 0.18 1.93 2.99
H -0.19 1.82 4.02
H -0.58 2.45 2.39
H 1.11 2.50 2.97
C -0.61 -0.78 3.32
H -0.44 -0.54 4.38
H -0.37 -1.83 3.14
H -1.65 -0.60 3.05
C -1.00 -2.98 0.42
C -0.74 -5.41 0.39
C -0.20 -4.16 0.20
C -2.37 -3.14 0.83
C -2.89 -4.42 1.02
C -2.08 -5.55 0.81
H -0.12 -6.29 0.21
H 0.83 -3.98 -0.12
H -2.96 -2.24 0.98
H -3.92 -4.53 1.33
H -2.49 -6.55 0.96
C 2.74 2.43 -0.31
O 2.88 1.47 0.44
C 3.34 2.42 -1.69
H 3.17 3.36 -2.24
H 2.96 1.54 -2.24
H 4.42 2.24 -1.61
C 1.97 3.68 0.09
H 2.32 3.99 1.08
H 0.90 3.42 0.19
H 2.11 4.53 -0.59
C -1.24 1.38 0.33
C -2.02 2.37 0.47
C -2.82 3.50 0.52
C -3.37 3.83 1.79
C -4.09 5.01 1.93
C -4.30 5.83 0.82
C -3.79 5.50 -0.44
C -3.04 4.34 -0.60
H -3.20 3.15 2.63
H -4.48 5.27 2.92
H -4.89 6.75 0.94
H -3.97 6.15 -1.31
H -2.62 4.06 -1.57

[6]
62
Properties=species:S:1:pos:R:3 method="wB97M-V/def2-TZVPD" energy_ha=-1748.020551 homo_energy_ev="-4.2 / -4.1" de_lowest_kj_mol=289.6 homo_lumo_gap_ev="4.6 / 4.5" multiplicity=1
P 0.19 -2.05 -2.03
P -0.19 2.20 -1.69
C -0.24 -0.49 -2.97
C 0.50 0.88 -2.86
H -1.34 -0.32 -2.93
H 0.00 -0.86 -3.98
H 1.57 0.71 -2.62
H 0.46 1.40 -3.83
C -1.73 2.84 -2.50
H -2.20 3.52 -1.76
H -2.45 2.03 -2.69
H -1.58 3.41 -3.43
C 1.02 3.57 -1.77
H 0.78 4.34 -2.52
H 2.04 3.20 -1.94
H 0.98 4.04 -0.77
C -0.90 -3.31 -2.78
H -1.07 -4.14 -2.09
H -0.41 -3.68 -3.70
H -1.86 -2.86 -3.06
C 1.85 -2.48 -2.69
H 2.49 -1.58 -2.74
H 1.73 -2.89 -3.71
H 2.31 -3.24 -2.04
Cd -0.47 0.08 -0.27
C 0.50 1.65 -5.99
C -0.83 1.62 -5.81
C -1.82 0.87 -6.65
C -1.47 -0.59 -6.99
C -0.63 -1.39 -6.01
C 0.72 -1.40 -6.03
C 1.60 -0.57 -6.93
C 1.22 0.91 -7.10
C 0.01 -2.27 -0.04
H 1.14 2.38 -5.45
H -1.29 2.24 -5.02
H -2.00 1.39 -7.61
H -2.78 0.91 -6.12
H -2.43 -1.12 -7.13
H -0.99 -0.59 -7.99
H -1.20 -2.06 -5.36
H 1.27 -2.10 -5.39
H 1.69 -1.00 -7.94
H 2.62 -0.65 -6.52
H 2.16 1.44 -7.31
H 0.64 0.98 -8.03
H -0.07 -1.67 0.95
H 1.02 -2.74 0.02
H -0.83 -2.99 -0.05
C -0.15 1.36 1.28
C -0.11 1.36 2.52
C -0.15 1.38 3.93
C -1.30 1.93 4.55
C -1.27 2.18 5.93
C -0.15 1.85 6.70
C 0.91 1.16 6.10
C 0.91 0.88 4.73
H -2.19 2.19 3.96
H -2.13 2.67 6.39
H -0.10 2.13 7.76
H 1.75 0.85 6.72
H 1.73 0.31 4.27

[7]
78
Properties=species:S:1:pos:R:3 method="wB97M-V/def2-TZVPD" smiles=CCP(CC)[PH](CCO)(CCC(C)C)Cc1ccc(C)cc1.ClC(Cl)(Cl)Cl.ClC(Cl)(Cl)Cl.ClC(Cl)(Cl)Cl.ClC(Cl)(Cl)Cl energy_ha=-9018.782413 homo_energy_ev=-6.9 de_lowest_kj_mol=0.0 homo_lumo_gap_ev=7.1 multiplicity=1
C -3.45 -2.42 -3.76
C -2.82 -0.96 -4.02
P -1.02 -1.05 -3.45
C -0.03 -1.09 -5.07
C 1.04 -2.25 -5.11
P -0.39 0.89 -2.48
C 0.17 2.65 -1.90
C -0.55 3.77 -2.77
O -1.97 3.82 -2.58
C 1.35 0.18 -2.39
C 2.11 0.42 -1.02
C 2.88 -0.88 -0.52
C 1.94 -2.13 -0.29
C 3.55 -0.53 0.88
C -1.74 0.76 -1.16
C -1.26 0.22 0.22
C -1.35 -1.23 0.44
C -0.96 -1.81 1.73
C -0.43 -1.01 2.84
C -0.01 -1.61 4.22
C -0.35 0.45 2.59
C -0.78 1.03 1.33
H -3.11 -3.09 -4.60
H -4.56 -2.39 -3.64
H -2.98 -2.85 -2.84
H -2.82 -0.84 -5.14
H -3.44 -0.18 -3.51
H 0.47 -0.09 -5.24
H -0.72 -1.22 -5.95
H 1.37 -2.34 -6.19
H 1.98 -2.01 -4.53
H 0.62 -3.25 -4.84
H -0.77 1.53 -3.74
H -0.10 2.79 -0.81
H 1.27 2.82 -2.07
H -0.30 3.65 -3.87
H -0.11 4.75 -2.45
H -2.34 2.98 -2.90
H 1.28 -0.93 -2.60
H 1.93 0.60 -3.26
H 1.48 0.89 -0.23
H 2.93 1.17 -1.24
H 3.72 -1.12 -1.22
H 1.61 -2.17 0.78
H 1.02 -2.15 -0.92
H 2.53 -3.04 -0.58
H 3.97 0.51 0.87
H 4.32 -1.31 1.13
H 2.72 -0.55 1.64
H -2.64 0.17 -1.46
H -2.11 1.81 -0.98
H -1.72 -1.92 -0.35
H -1.05 -2.91 1.90
H -0.90 -2.16 4.66
H 0.22 -0.80 4.97
H 0.82 -2.36 4.13
H 0.05 1.05 3.44
H -0.71 2.14 1.17
C 3.98 -5.04 -4.32
Cl 4.00 -4.02 -2.87
Cl 2.40 -5.83 -4.45
Cl 4.26 -4.03 -5.75
Cl 5.25 -6.27 -4.20
C -0.52 -1.00 8.51
Cl 0.28 -2.58 8.33
Cl 0.56 0.28 7.93
Cl -2.01 -0.99 7.55
Cl -0.91 -0.73 10.21
C -2.24 1.03 14.02
Cl -3.12 1.18 12.49
Cl -1.80 2.65 14.60
Cl -3.26 0.23 15.22
Cl -0.77 0.08 13.77
C -1.19 8.13 -3.66
Cl -0.57 6.94 -4.82
Cl -2.47 9.09 -4.43
Cl -1.87 7.28 -2.26
Cl 0.12 9.19 -3.13